ORCA calculation (wB97M-V/def2-TZVPD) on C20H21CrN7O4 as an isolated structure at a distorted geometry.

```
! wB97M-V def2-TZVPD RIJCOSX def2/J DEFGRID3
* xyz 0 5
Cr -0.32050 -0.27356 0.21044
O -0.73717 -4.14933 1.11171
C -0.84536 -2.96955 0.82047
N -0.03046 -2.19322 0.06112
C 0.25766 -2.65399 -1.24490
C 0.50279 -3.97316 -1.59668
C 0.71066 -4.28867 -2.93560
C 0.68137 -3.29924 -3.90364
C 0.43216 -1.97506 -3.55775
C 0.21122 -1.64828 -2.22588
N -0.00245 -0.34647 -1.73345
C 0.91321 0.61386 -2.21687
O 1.01964 0.93588 -3.40398
C 1.75919 1.13677 -1.17640
C 2.86351 1.96389 -1.45056
C 3.75707 2.26643 -0.46322
C 3.54292 1.71165 0.83732
C 2.43313 0.95194 1.06251
N 1.50244 0.67837 0.12090
C -2.12159 -2.24890 1.18854
C -3.12941 -2.90279 1.87949
C -4.35712 -2.28164 2.01906
C -4.53568 -1.02904 1.45114
C -3.47054 -0.43448 0.79755
N -2.27872 -1.01517 0.67056
H 0.54168 -4.73428 -0.83257
H 0.90717 -5.31645 -3.21267
H 0.85608 -3.55337 -4.94126
H 0.40627 -1.19292 -4.30133
H 2.99246 2.30588 -2.46841
H 4.62628 2.87556 -0.66999
H 4.24722 1.87234 1.64184
H 2.26918 0.52625 2.04560
H -2.92450 -3.89334 2.25901
H -5.16662 -2.77003 2.54461
H -5.48280 -0.51226 1.50640
H -3.59217 0.54525 0.35241
C 1.63765 4.72613 1.94196
O 0.93863 4.26683 0.77963
C 0.06291 3.27656 0.94388
O -0.22730 2.74087 1.99852
N -0.52465 2.98080 -0.24321
N -1.24522 1.77643 -0.33436
H 1.72835 5.80430 1.84092
H 2.62156 4.26180 1.95774
H 1.08568 4.46754 2.84229
H -0.12100 3.34299 -1.09048
H -1.23573 1.47353 -1.31189
H -2.20346 1.97873 -0.07976
N -0.24529 -0.01148 2.36078
H -1.15093 -0.11604 2.80440
H 0.04887 0.95355 2.52037
H 0.39167 -0.65145 2.82367
*
```

The HOMO-LUMO gap (alpha / beta) is 4.5 / 6.4 eV. For the total energy, the calculation gives -2503.520448 Ha. The energy above the lowest of the compared OMol25 structures with the same formula, charge and spin is 210.5 kJ/mol.

Results of the Löwdin charge analysis, in e, for atoms 1 through 4:
1 Cr 0.8499
2 O 0.0838
3 C -0.4609
4 N -0.0120

=====

ORCA calculation (wB97M-V/def2-TZVPD) on a 2-piece molecular cluster, C4H7F2IO overall at a distorted geometry.

```
! wB97M-V def2-TZVPD RIJCOSX def2/J DEFGRID3
* xyz 0 1
C -1.67538 -2.03852 -0.13016
C 1.13982 1.77425 0.35592
C -0.26147 -1.54212 0.16593
C 0.00492 1.30408 1.25758
O 2.39652 0.97643 0.28316
F 0.01941 1.77355 2.51591
F -1.17279 1.62543 0.76535
I 1.01420 -2.47031 1.53285
H -2.42464 -1.52067 0.41917
H -2.03151 -1.90927 -1.21391
H -1.69758 -3.03045 0.22493
H 1.45495 2.69367 0.69527
H 0.76282 1.80032 -0.60422
H -0.04634 -0.41198 0.10310
H 2.75831 0.89826 1.17140
*
```

The HOMO-LUMO gap (alpha / beta) is 7.6 / 9.1 eV. For the total energy, the calculation gives -729.104095 Ha. The energy above the lowest of the compared OMol25 structures with the same formula, charge and spin is 407.9 kJ/mol.

Results of the Löwdin charge analysis, in e, for atoms 1 through 4:
1 C -0.2098
2 C -0.1202
3 C -0.6570
4 C -0.3321

=====

ORCA calculation (wB97M-V/def2-TZVPD) on a 11-piece molecular cluster, C23H58Cl12F3O27P6S overall at a distorted geometry.

```
! wB97M-V def2-TZVPD RIJCOSX def2/J DEFGRID3
* xyz -1 1
C -0.18386 1.16398 0.12747
F -0.52522 -0.10965 0.41662
F -1.04949 1.73232 -0.75067
F -0.02629 1.84749 1.26181
S 1.57076 1.21071 -0.65595
O 1.60571 0.10793 -1.60622
O 1.65637 2.51424 -1.28830
O 2.47001 1.10284 0.47592
C 4.50024 -5.95367 -1.61032
O 3.66698 -5.53932 -0.52971
P 2.23833 -4.76827 -0.84771
O 2.20157 -4.03248 -2.12776
O 1.14966 -5.87598 -0.81778
C 0.95114 -6.74484 0.35034
O 1.94327 -3.88970 0.51010
C 2.26799 -2.47950 0.57441
H 4.07200 -6.89036 -1.96714
H 5.56519 -6.01221 -1.38546
H 4.51928 -5.19739 -2.39504
H 0.91398 -7.79833 0.07308
H 0.12183 -6.49361 1.01157
H 1.75829 -6.78668 1.08169
H 1.34159 -1.95448 0.80726
H 2.57721 -2.05181 -0.37929
H 2.94353 -2.31295 1.41347
C 5.11413 1.27129 2.19745
O 6.07668 1.10652 3.24942
P 5.66184 0.73176 4.77323
O 4.61272 -0.29228 4.82459
O 5.31453 2.09911 5.54750
C 4.46732 2.13222 6.68735
O 7.08331 0.26558 5.36557
C 8.13430 1.12348 5.34977
H 5.45666 2.08483 1.55797
H 4.12588 1.60848 2.51012
H 4.94313 0.30572 1.72149
H 3.51874 2.62114 6.46538
H 4.95876 2.64529 7.51399
H 4.25371 1.13887 7.08196
H 8.51974 1.01678 6.36375
H 7.92597 2.14007 5.01623
H 8.83978 0.77841 4.59392
C -2.68230 -1.22039 -5.20962
O -2.77972 0.10655 -4.75148
P -2.24720 1.29845 -5.65556
O -2.50818 1.13465 -7.11519
O -0.66225 1.49108 -5.20368
C -0.18139 2.02474 -3.94221
O -2.95555 2.62818 -5.01480
C -4.32276 2.64097 -4.73187
H -2.22343 -1.11777 -6.19298
H -3.61477 -1.76115 -5.37139
H -1.97855 -1.80273 -4.61488
H -1.04681 2.30259 -3.34058
H 0.47951 2.86979 -4.13508
H 0.41917 1.27503 -3.42708
H -4.86783 3.33959 -5.36664
H -4.47717 2.87339 -3.67819
H -4.72015 1.63917 -4.89484
C -5.27773 4.87121 -1.02732
O -5.19977 4.70145 0.38349
P -5.97163 3.47310 1.10954
O -5.98623 3.59035 2.56809
O -7.46386 3.47979 0.43888
C -8.46457 2.72743 1.05151
O -5.28063 2.11211 0.53627
C -3.81304 1.92214 0.73241
H -5.80199 4.02340 -1.46830
H -4.32438 4.91789 -1.55367
H -5.75800 5.80037 -1.33409
H -9.37264 3.32503 1.13144
H -8.22160 2.37114 2.05257
H -8.61545 1.86810 0.39815
H -3.33076 1.86099 -0.24317
H -3.68634 0.98849 1.28044
H -3.32194 2.73869 1.26172
C -1.63603 0.42971 4.02165
O -1.69272 -1.01691 3.73055
P -0.50849 -1.96386 4.33764
O -0.27049 -1.74814 5.77698
O -1.01834 -3.47305 3.90226
C -1.11941 -3.81310 2.57488
O 0.74205 -1.61462 3.34117
C 1.66783 -0.54657 3.56934
H -2.55993 0.76757 4.49107
H -1.52595 0.90165 3.04530
H -0.81681 0.83141 4.61799
H -0.51237 -3.23939 1.87456
H -2.16136 -3.76238 2.25885
H -0.86561 -4.87220 2.53027
H 1.54196 0.12028 2.71637
H 2.65066 -0.97795 3.37948
H 1.63402 -0.13204 4.57687
C -0.65033 -2.49654 -1.88942
O -1.74106 -2.62441 -0.94451
P -3.08106 -3.33513 -1.50004
O -3.13268 -3.68025 -2.95498
O -3.29802 -4.56503 -0.49233
C -2.31838 -5.58273 -0.35890
O -4.23789 -2.33151 -0.99626
C -4.23494 -1.07387 -1.63966
H -0.47632 -3.50984 -2.25143
H 0.21563 -2.13751 -1.33327
H -0.80640 -1.71400 -2.63197
H -2.10532 -5.64989 0.70797
H -1.43775 -5.50376 -0.99634
H -2.89616 -6.49129 -0.52856
H -5.04804 -1.11107 -2.36463
H -3.27985 -0.77387 -2.07083
H -4.55569 -0.25715 -0.99298
C 2.15635 -1.85929 -4.40426
Cl 0.62848 -1.90390 -5.32454
Cl 3.09265 -0.37360 -4.55420
Cl 3.13450 -3.24535 -5.01033
H 1.77734 -2.00664 -3.39295
C 2.34659 4.18335 2.71523
Cl 4.02524 4.68049 3.19834
Cl 1.34602 5.64134 2.52510
Cl 1.65556 3.16211 3.95944
H 2.34063 3.75769 1.71180
C 4.48546 3.14264 -3.66726
Cl 5.74030 1.99600 -4.28445
Cl 3.30129 3.27786 -4.96472
Cl 5.22019 4.72498 -3.26504
H 4.01136 2.70098 -2.79074
C -0.44812 5.30907 -1.46978
Cl -1.36915 4.77325 -0.07961
Cl 0.40995 6.79282 -1.04579
Cl -1.54117 5.60282 -2.76670
H 0.22487 4.53106 -1.83017
*
```

The HOMO-LUMO gap is 9.8 eV. For the total energy, the calculation gives -11211.465079 Ha. The energy above the lowest of the compared OMol25 structures with the same formula, charge and spin is 253.1 kJ/mol.

Results of the Löwdin charge analysis, in e, for atoms 1 through 4:
1 C -0.6032
2 F 0.1207
3 F 0.0715
4 F 0.0837

=====

ORCA calculation (wB97M-V/def2-TZVPD) on C3H2O3Ru as an isolated structure at a distorted geometry.

```
! wB97M-V def2-TZVPD RIJCOSX def2/J DEFGRID3
* xyz 2 7
O 0.11545 0.98080 0.68004
C -0.78043 1.41101 -0.21326
C -1.37891 1.16882 -1.24807
O -0.01159 -1.07219 -0.16650
C 0.53674 -0.28131 0.59324
O 1.67745 -0.49439 1.15632
Ru -0.02859 -3.08979 -0.47133
H -2.11458 1.12907 -2.03167
H 1.98445 0.24797 1.70124
*
```

The HOMO-LUMO gap (alpha / beta) is 5.1 / 4.2 eV. For the total energy, the calculation gives -435.061980 Ha. The energy above the lowest of the compared OMol25 structures with the same formula, charge and spin is 347.4 kJ/mol.

Results of the Löwdin charge analysis, in e, for atoms 1 through 4:
1 O 0.2449
2 C 0.1627
3 C 0.4905
4 O -0.1839

=====

ORCA calculation (wB97M-V/def2-TZVPD) on a 2-piece molecular cluster, C3H4OS overall at a distorted geometry.

```
! wB97M-V def2-TZVPD RIJCOSX def2/J DEFGRID3
* xyz 0 1
C 1.72699 1.02971 -0.88437
C 1.99530 1.32455 0.22419
C -1.15835 -1.33574 -0.08598
O -2.81425 0.13507 1.20532
S -1.40993 0.04419 0.81591
H 1.51477 0.78448 -1.86319
H 2.32085 1.57565 1.22083
H -0.19409 -1.53962 -0.51562
H -1.98129 -2.01830 -0.11710
*
```

The HOMO-LUMO gap is 9.4 eV. For the total energy, the calculation gives -589.995672 Ha. The energy above the lowest of the compared OMol25 structures with the same formula, charge and spin is 338.6 kJ/mol.

Results of the Löwdin charge analysis, in e, for atoms 1 through 4:
1 C -0.0158
2 C -0.0133
3 C -0.2771
4 O -0.5833

=====

ORCA calculation (wB97M-V/def2-TZVPD) on C3H4LiO4Rh as an isolated structure at a distorted geometry.

```
! wB97M-V def2-TZVPD RIJCOSX def2/J DEFGRID3
* xyz 3 6
H -1.02601 0.39695 -1.42084
C -1.26854 0.29052 -0.36358
C -1.85268 1.34412 0.45141
O -2.58326 0.18427 0.00421
H -1.64760 1.37857 1.52123
H -2.12931 2.28253 -0.03326
O 1.60702 0.41325 0.10865
C 0.94198 -0.59287 0.22177
O -0.37001 -0.69468 0.14461
Rh 3.07868 1.64832 0.13687
H 0.58515 -2.33205 -0.32794
Li 3.24340 -2.52832 -0.36974
O 1.42117 -1.79062 -0.07340
*
```

The HOMO-LUMO gap (alpha / beta) is 5.7 / 4.8 eV. For the total energy, the calculation gives -534.223253 Ha. The energy above the lowest of the compared OMol25 structures with the same formula, charge and spin is 25.4 kJ/mol.

Results of the Löwdin charge analysis, in e, for atoms 1 through 4:
1 H 0.2309
2 C -0.1578
3 C 0.1838
4 O 0.4250